Computed, not measured: a structure of composition C32H35AsN3O5S2W, with wB97M-V/def2-TZVPD.

CARTESIAN COORDINATES (ANGSTROEM)
H -3.95 -1.85 -0.33
C 1.80 1.30 2.69
H -2.46 1.15 -2.59
C 1.95 -2.88 -2.17
C 2.25 2.71 -0.48
W 1.57 0.22 0.99
O 2.37 0.28 3.05
H 0.34 2.93 3.06
H 2.03 -1.80 -2.25
C -4.49 -0.82 2.86
C 2.48 5.02 0.08
C -4.81 2.12 -0.36
C -3.19 -0.62 3.27
N -0.08 0.98 2.28
H 3.81 -5.05 -1.62
C -2.09 1.64 -0.52
H -4.43 2.64 1.69
C 0.08 -0.44 -4.55
H 4.13 3.76 -0.53
H 1.23 2.64 -5.38
S 2.88 1.07 -0.79
H -6.30 -1.59 0.07
H -6.55 -2.44 1.59
C -6.20 -1.50 1.15
C 0.58 0.60 -5.33
H 2.75 -2.21 2.67
H -6.86 -0.71 1.51
S -0.55 -0.51 2.84
H -2.02 2.19 1.56
H 0.69 6.03 0.68
H 4.25 -3.06 2.97
H 0.42 1.61 4.32
H -4.87 1.58 -2.44
C -4.25 1.70 -1.56
C 0.56 1.90 3.28
H 0.81 3.02 -2.98
C -4.79 -1.26 1.56
C -3.73 -1.49 0.67
C -2.64 2.06 0.69
C 2.86 -2.60 0.06
H -0.15 -1.40 -5.00
H -2.97 -0.31 4.28
C -2.16 -0.86 2.35
H -0.77 4.06 0.37
H 2.40 -3.33 -3.06
H 0.90 -3.16 -2.14
C 0.14 1.00 -2.63
C 0.85 1.84 -4.76
H -5.87 2.32 -0.30
C 0.30 3.98 0.20
C -0.14 -0.24 -3.20
C 0.86 2.78 -0.23
O 3.48 0.68 0.63
H -1.60 -1.49 0.38
H 4.32 -1.40 2.38
H 0.75 0.44 -6.39
C -2.42 -1.29 1.06
H 3.10 5.90 0.19
C 3.06 3.82 -0.33
C -4.00 2.30 0.76
N 2.66 -3.37 -1.00
C 5.03 -3.58 0.60
H -5.30 -0.66 3.56
C 0.63 2.04 -3.41
C 1.12 5.09 0.36
As -0.24 1.25 -0.77
C 3.77 -2.33 2.32
C -2.89 1.46 -1.65
C 2.95 -4.81 -1.00
H -0.54 -1.05 -2.59
O 0.37 -1.25 1.89
H 2.08 -5.32 -1.41
H 5.13 -3.64 -0.48
H 5.06 -4.58 1.03
H 3.11 -5.17 0.01
H 5.86 -3.00 0.99
O -0.33 -0.68 4.23
O 2.09 -1.51 0.11
N 3.79 -2.87 0.96

Results
- charge = +3
- M (g mol⁻¹) = 864.54
- max |F| (eV Å⁻¹) = 2.10
- frontier orbital gap (eV) = 6.296
- relative energy (zero: lowest compared OMol25 entry of this formula, charge and spin) (kJ/mol) = 0.0
- total energy (hartree) = -4879.07367

=====

Computed, not measured: a structure of composition C25H51MnN4O2S2Si5, with wB97M-V/def2-TZVPD.

CARTESIAN COORDINATES (ANGSTROEM)
C -0.18 -3.93 0.07
H -3.55 2.94 4.61
N 1.30 0.57 2.02
H -0.03 -3.00 0.62
H -1.25 -4.56 -3.80
Si 2.38 -0.75 -0.56
N -1.16 3.33 3.50
H -5.50 2.50 0.79
C 0.38 5.01 4.87
C 3.76 0.66 1.51
H -5.69 2.88 -2.10
H -2.51 1.82 5.47
C 1.29 5.93 5.62
H 3.81 2.54 -1.92
H -1.72 2.72 2.91
C -3.06 -0.03 -1.35
H 1.99 -1.44 -4.12
H -0.97 4.64 6.54
C -2.72 2.87 5.31
H -7.02 0.38 -0.91
H -3.02 3.32 6.26
C -0.73 4.41 5.51
H 2.28 -4.37 -1.72
C 2.77 -0.68 -4.10
H 2.09 5.36 6.09
H 0.95 2.33 -3.35
C 0.89 1.42 -2.76
H 0.34 -4.79 -3.07
H -6.07 -0.89 -0.13
H 4.96 -3.41 1.35
O 4.72 1.29 1.86
H 0.63 0.38 2.77
H -3.70 -0.30 -3.42
H -1.01 -5.83 -2.60
H -1.87 -1.76 -4.08
H -3.73 2.55 0.80
Si -1.21 -3.60 -1.49
H 3.25 -3.11 1.65
C -3.05 -3.72 -1.12
C -1.92 -1.35 -3.08
H -3.94 2.97 -2.28
C -1.51 3.57 4.78
H 3.96 -4.71 -2.14
H 4.06 2.22 -3.65
H 3.06 -3.46 -3.01
C 5.53 -2.02 -1.27
H 0.12 0.78 -3.19
S 0.19 3.58 1.28
H 5.53 -1.72 -2.32
Si 2.55 0.50 -2.63
Si -4.59 0.97 -0.93
Mn 0.31 -0.24 0.36
H 0.80 -4.34 -0.16
H 3.75 -4.59 0.85
H -4.58 1.20 1.57
C 3.97 1.75 -2.67
C -2.93 -0.56 -2.70
C -4.79 2.29 -2.27
H -3.33 -4.74 -0.83
C 2.66 0.33 2.53
Si 3.81 -2.63 -0.76
H 6.29 -2.78 -1.13
H 0.12 -1.77 -2.59
H 0.75 6.47 6.40
C -0.73 -4.80 -2.87
H 2.88 0.93 3.40
H -0.69 -4.62 0.75
H 3.73 -1.19 -4.06
C -0.08 3.93 2.88
C -4.60 1.89 0.72
N -0.83 -0.87 -0.96
H 5.80 -1.14 -0.68
H -4.87 1.85 -3.27
C -6.09 -0.19 -0.96
C -1.97 -0.25 -0.54
H -3.33 -3.04 -0.30
H -3.64 -3.44 -1.99
H 0.54 1.71 -1.76
S -1.82 0.23 1.14
H 1.75 6.63 4.93
H 2.76 -0.73 2.79
H 2.72 -0.13 -5.05
C 3.96 -3.52 0.93
H 4.92 1.27 -2.44
O 3.60 0.20 0.29
H -6.12 -0.78 -1.88
N 0.68 4.77 3.61
C 3.22 -3.91 -2.03
H 1.19 1.57 1.80
C -0.86 -1.77 -2.11

Results
- charge = 0
- multiplicity = 5
- M (g mol⁻¹) = 699.21
- max |F| (eV Å⁻¹) = 2.52
- frontier orbital gap (alpha / beta) (eV) = 5.957 / 6.067
- <S²> = 6.109
- relative energy (zero: lowest compared OMol25 entry of this formula, charge and spin) (kJ/mol) = 134.3
- total energy (hartree) = -4747.70491

=====

Computed, not measured: a structure of composition C6H15AgBIN, with wB97M-V/def2-TZVPD.

CARTESIAN COORDINATES (ANGSTROEM)
C -2.98 -0.94 -0.68
I -2.35 2.51 1.91
C 3.65 0.45 -0.06
H -0.27 -1.42 0.83
H -3.95 -0.98 -0.16
H -2.14 -0.16 1.50
H -2.29 -1.62 -0.18
H 0.56 1.45 0.93
H -3.11 -1.21 -1.73
H -1.59 0.63 -1.29
H 1.79 -2.15 0.64
H -3.22 1.27 -0.85
H 2.04 -0.58 1.49
C -2.42 0.52 -0.57
H 4.43 0.68 -0.79
H 2.10 -0.22 -1.48
C -1.81 0.70 0.88
B -0.16 0.54 0.72
N 0.26 -0.77 0.26
H 3.04 1.32 0.21
H 3.22 -1.52 -0.93
C 1.71 -1.05 0.55
C 2.65 -0.63 -0.63
Ag -3.29 3.16 -1.38
H 4.14 0.01 0.82

Results
- charge = +2
- multiplicity = 2
- M (g mol⁻¹) = 346.78
- max |F| (eV Å⁻¹) = 3.63
- frontier orbital gap (alpha / beta) (eV) = 6.795 / 3.991
- <S²> = 0.754
- total energy (hartree) = -761.11048

=====

Computed, not measured: a structure of composition C2H3I3O2, with wB97M-V/def2-TZVPD.

CARTESIAN COORDINATES (ANGSTROEM)
C 0.15 -0.31 0.66
H 0.44 0.51 -2.40
O -0.90 -1.05 1.16
C -0.04 0.92 0.16
I -0.42 -0.75 -2.88
I 1.59 1.84 -0.65
I -2.02 1.65 0.08
H -1.55 -0.40 1.46
O 1.38 -0.78 0.96
H 1.38 -1.65 1.46

Results
- charge = 0
- M (g mol⁻¹) = 439.76
- max |F| (eV Å⁻¹) = 2.06
- frontier orbital gap (eV) = 8.408
- relative energy (zero: lowest compared OMol25 entry of this formula, charge and spin) (kJ/mol) = 68.8
- total energy (hartree) = -1121.52337

=====

Computed, not measured: a structure of composition C10H20O13Tl, with wB97M-V/def2-TZVPD.

CARTESIAN COORDINATES (ANGSTROEM)
H 0.05 0.42 -3.98
H 4.23 3.03 0.62
H 0.22 2.30 -0.82
O -2.61 -2.18 -2.75
H -2.58 -3.40 1.20
C 2.67 -0.51 4.49
C 2.97 0.83 2.62
O -0.92 0.35 0.79
H -0.53 3.85 -0.66
H 2.80 -1.45 3.95
H -2.77 -4.26 -2.28
O -1.64 -3.16 1.20
O 2.13 -2.03 -2.04
H -1.26 1.45 -4.33
H 2.43 0.66 -2.96
O -3.11 0.96 0.80
H 2.52 3.16 1.04
O 2.60 -0.23 -3.36
C 3.37 2.48 0.98
O -1.69 2.33 0.05
O -0.77 -1.30 -1.78
C -3.56 -0.10 1.65
H -0.98 1.19 -2.67
Tl 0.77 -1.96 0.65
C 2.28 -0.79 -2.18
H -3.17 -1.05 1.27
C -1.64 -1.30 -2.61
O -1.81 -0.44 -3.64
C -1.81 1.16 0.59
O 2.11 -0.05 -1.20
C -2.76 -3.26 -1.85
H -4.63 -0.28 1.64
H 0.22 2.98 0.72
O 3.72 1.82 2.20
H -3.65 -3.07 -1.26
C -0.96 0.67 -3.63
H 1.63 -0.27 4.68
C -0.42 2.89 -0.16
H -3.20 0.08 2.66
O 3.42 0.50 3.82
H 3.08 -0.75 5.48
O 2.07 0.30 1.99
H 3.08 1.78 0.20
H -1.91 -3.35 -1.16

Results
- charge = +1
- M (g mol⁻¹) = 552.64
- max |F| (eV Å⁻¹) = 1.88
- frontier orbital gap (eV) = 3.105
- relative energy (zero: lowest compared OMol25 entry of this formula, charge and spin) (kJ/mol) = 0.0
- total energy (hartree) = -1543.15751

=====

Computed, not measured: a structure of composition C8H13IrO8P2STe, with wB97M-V/def2-TZVPD.

CARTESIAN COORDINATES (ANGSTROEM)
H 2.55 -1.27 4.44
H -5.94 0.27 -2.11
C 0.02 2.71 0.03
O 0.62 0.84 2.60
C -6.03 1.62 0.99
H -1.73 4.07 1.95
P 1.17 -0.54 2.95
H -7.00 2.12 -0.85
H 2.85 0.23 -0.44
Te -3.16 -1.54 1.91
H -2.91 2.76 2.24
P 1.65 -1.38 0.34
O 2.01 -0.48 4.28
C -5.72 0.41 -1.06
Ir -1.04 -0.33 1.61
C -6.31 1.45 -0.35
H -1.16 2.47 2.55
O 2.78 -0.73 -0.56
O -1.96 0.94 0.25
C -1.89 2.99 1.93
S -1.74 2.45 0.24
H 0.19 3.79 0.05
C -5.15 0.77 1.64
H 0.56 2.20 0.83
C -4.55 -0.27 0.93
O 0.43 -0.43 0.20
H -4.37 -1.25 -0.97
O 1.53 -2.81 0.12
H 0.28 2.30 -0.94
H -6.50 2.43 1.55
O 2.21 -1.03 1.86
C -4.84 -0.45 -0.42
O 0.00 -1.51 2.99
H -4.92 0.91 2.69

Results
- charge = 0
- M (g mol⁻¹) = 651.02
- max |F| (eV Å⁻¹) = 0.09
- frontier orbital gap (eV) = 7.259
- relative energy (zero: lowest compared OMol25 entry of this formula, charge and spin) (kJ/mol) = 5.0
- total energy (hartree) = -2368.03835